Entry 1:
The following is a quantum chemistry calculation of a gas-phase ion, C9H19N4 (charge +1), from the OMol25 dataset.

Geometry as XYZ:
```
32
Properties=species:S:1:pos:R:3:forces:R:3:mulliken_charge:R:1
C -2.11975 1.42219 0.39092 0.64 0.27 -1.48 -0.801
C -2.34177 0.04643 -0.21568 -2.26 -2.08 0.92 -0.682
C -1.08348 -2.25949 0.11358 -0.18 -0.69 -1.11 -0.617
C 0.29129 -2.50393 -0.54299 1.84 -0.91 2.67 -0.775
C 1.45522 -1.18028 1.02307 3.29 1.72 -2.46 -0.651
C 2.04236 0.20669 1.17819 -3.10 0.67 2.63 -0.937
C -0.09059 -0.33223 -0.68522 2.09 1.32 -1.09 -0.297
C 0.18633 1.24787 -0.34392 2.62 -2.42 -1.02 0.323
C 1.20659 1.80945 -1.42818 -1.04 -0.92 3.87 -1.815
N -0.93783 2.08229 -0.17798 0.88 -0.21 -1.10 -0.335
N -1.19256 -0.80871 0.04047 0.16 0.83 1.40 0.168
N 1.00723 -1.24620 -0.36754 -0.16 0.34 0.38 -0.135
N 0.92752 1.21032 1.00521 -3.62 -1.17 2.11 -0.223
H -2.81808 2.21441 0.14810 -1.14 -0.63 0.71 0.484
H -1.89320 1.27892 1.41105 -0.47 0.18 1.55 0.299
H -3.33452 -0.50328 0.12234 1.99 1.39 -0.58 0.399
H -2.33685 0.14332 -1.27260 -0.85 0.31 -1.40 0.435
H -1.84200 -2.71191 -0.50105 -0.52 -0.44 -0.17 0.417
H -1.12411 -2.71536 1.09828 -0.20 0.42 0.34 0.325
H 0.98420 -3.30445 -0.15204 -1.18 0.59 0.57 0.409
H 0.33598 -2.81361 -1.51755 -0.83 -0.10 -2.90 0.392
H 2.34728 -1.80452 1.02495 -0.35 -0.61 0.68 0.503
H 0.75828 -1.33681 1.75796 -1.78 -0.94 1.87 0.430
H 2.41411 0.53137 2.15836 0.52 -0.87 -0.26 0.449
H 2.63051 0.46657 0.40277 2.71 0.36 -2.31 0.491
H -0.04545 -0.52009 -1.83245 -1.11 1.05 1.20 0.012
H 1.98482 1.14737 -1.64991 0.57 -1.72 -0.81 0.433
H 1.77912 2.56645 -0.94324 -0.24 1.67 -0.22 0.400
H 0.54543 2.00280 -2.19368 -0.53 1.11 -2.22 0.583
H -1.12044 2.47332 -1.10599 -0.30 0.11 0.57 0.405
H 0.14093 1.07997 1.79141 1.95 -0.21 -2.09 0.476
H 1.24345 2.11114 1.26335 0.60 1.55 -0.25 0.434
```
Forces are in eV/Å.

## Properties
* E_HOMO: -12.124 eV
* gap between HOMO and LUMO: 0.34244 Ha
* total charge: +1
* SMILES: C[C@]12NCCN3CCN(CC[NH2+]1)[C@@H]32

***

Entry 2:
The following is a quantum chemistry calculation of a molecular structure, C19H26F6N9NiO5S3, from the OMol25 dataset.

Geometry as XYZ:
```
69
Properties=species:S:1:pos:R:3:forces:R:3:mulliken_charge:R:1
Ni 0.38548 0.47482 -0.45180 -0.36 -0.08 0.19 -0.163
C -4.04080 3.23191 -3.35001 0.00 0.00 -0.01 -1.047
C -4.11295 3.12198 -1.83452 -0.01 0.01 0.01 -0.403
N -2.80689 3.24628 -1.19771 -0.02 0.04 0.02 -0.172
C -1.91522 2.25451 -1.10623 0.07 -0.10 -0.04 0.398
S -0.38264 2.65263 -0.37768 0.09 0.11 -0.09 -0.598
N -2.28618 1.07762 -1.60197 -0.13 0.07 0.01 -1.548
N -1.36656 0.11659 -1.42257 0.16 -0.06 0.02 1.454
C -1.48644 -1.02238 -2.01724 -0.04 0.04 -0.01 1.544
C -2.61385 -1.37743 -2.92898 0.01 0.01 -0.01 -1.826
C -0.40134 -1.98689 -1.73430 0.00 0.02 0.08 0.068
C -0.40239 -3.28382 -2.23017 -0.03 0.04 -0.01 -0.788
C 0.63291 -4.13756 -1.88713 0.03 -0.03 0.01 -0.683
C 1.63734 -3.68878 -1.04475 0.00 -0.02 -0.01 -0.922
C 1.57227 -2.38418 -0.58995 -0.08 0.01 -0.03 -0.528
N 0.59208 -1.55210 -0.93498 0.18 -0.01 -0.08 0.732
H -5.03351 3.11475 -3.78516 -0.01 0.00 0.00 0.335
H -3.39221 2.45556 -3.75440 0.00 0.00 0.00 0.277
H -3.64968 4.20349 -3.65297 0.00 0.00 0.00 0.312
H -4.54168 2.16576 -1.53959 0.01 -0.01 0.00 0.232
H -4.74413 3.90757 -1.41939 0.01 0.00 -0.01 0.420
H -2.49546 4.15393 -0.89582 -0.01 -0.01 0.01 0.241
H -3.27909 -0.52655 -3.03489 0.00 0.00 0.01 0.425
H -3.18149 -2.22443 -2.53696 0.00 0.00 0.00 0.351
H -2.23865 -1.65950 -3.91471 0.01 -0.01 0.00 0.368
H -1.20288 -3.61593 -2.87500 0.00 -0.01 0.00 0.546
H 0.65183 -5.14892 -2.27047 0.00 0.00 0.00 0.451
H 2.45633 -4.32737 -0.74838 0.01 0.00 0.00 0.503
H 2.32811 -1.98830 0.07862 0.01 -0.01 0.00 0.460
C -3.01574 -1.56273 3.34662 -0.02 0.01 -0.01 -0.726
C -2.64850 -2.01918 1.95035 -0.02 0.00 0.01 -0.747
N -1.53132 -1.23314 1.44904 0.03 -0.02 0.02 0.037
C -0.65811 -0.51020 2.19541 0.01 0.03 0.02 0.586
N 0.26445 0.19016 1.57272 -0.01 -0.05 -0.01 0.525
C 1.13073 1.06518 2.36553 0.00 0.01 -0.01 -0.924
C 0.51803 1.45574 3.69343 0.00 0.02 0.01 -0.922
C 0.10800 0.18409 4.40239 0.00 0.00 0.02 -0.632
N -0.80278 -0.55788 3.54359 0.01 -0.02 -0.02 0.104
C -1.74762 -1.47364 4.17044 0.00 0.00 0.02 -0.607
H -3.71547 -2.26215 3.80223 0.00 -0.01 0.00 0.391
H -3.49089 -0.58053 3.30753 0.00 0.00 0.00 0.287
H -3.48913 -1.89016 1.26807 0.01 0.00 -0.01 0.386
H -2.38946 -3.08250 1.95889 0.01 0.00 0.01 0.316
H -1.51689 -1.01497 0.46984 0.00 0.01 -0.07 -0.253
H 1.33718 1.95983 1.77411 0.01 0.00 -0.01 0.498
H 2.08863 0.57119 2.55034 -0.03 -0.01 0.01 0.226
H -0.35654 2.08992 3.53312 0.00 -0.01 0.00 0.291
H 1.23703 2.01270 4.29424 0.00 0.00 0.00 0.415
H -0.41537 0.39715 5.33439 -0.01 0.01 -0.01 0.448
H 0.98901 -0.42002 4.65002 0.00 0.00 0.01 0.237
H -1.96246 -1.08876 5.16664 0.00 0.01 0.00 0.375
H -1.29980 -2.46678 4.29408 0.00 0.00 0.00 0.236
F 3.07809 3.00756 -2.93108 0.00 0.00 -0.01 -0.191
C 3.20532 2.04376 -3.82650 0.04 -0.01 0.03 0.637
F 2.51224 2.32130 -4.91081 -0.01 -0.02 -0.01 -0.169
F 4.47431 1.84763 -4.11704 -0.01 0.01 0.00 -0.179
S 2.50323 0.48266 -3.09412 0.01 -0.04 0.05 0.980
O 1.14415 0.73776 -2.73438 -0.03 0.06 -0.10 -0.475
O 2.91290 -0.64576 -3.84321 0.01 0.02 0.00 -0.605
N 3.48477 0.48302 -1.64670 0.00 0.01 -0.22 -0.898
S 5.10723 0.17437 0.50051 0.04 0.04 -0.04 1.086
O 5.17877 -1.18873 0.12310 0.02 0.02 -0.01 -0.564
O 5.86748 1.22165 -0.06590 0.01 -0.04 0.01 -0.538
C 5.21279 0.29595 2.35129 -0.04 0.00 0.02 0.756
F 4.87568 1.51220 2.73500 0.01 0.01 0.01 -0.191
F 4.40196 -0.59509 2.89903 0.02 -0.02 0.01 -0.191
F 6.46425 0.03741 2.67364 -0.01 -0.01 0.00 -0.194
O 3.47370 0.60970 0.51442 0.03 0.00 -0.10 0.072
N 2.78779 0.63802 -0.66117 0.00 -0.02 0.35 0.674
```
Forces are in eV/Å.

## Properties
* E_HOMO (spin up / spin down): -10.523 / -10.535 eV
* gap between HOMO and LUMO (spin up / spin down): 0.23836 / 0.23883 Ha
* spin multiplicity: 3
* total charge: +1
* expectation value of S²: 2.006

***

Entry 3:
The following is a quantum chemistry calculation of a molecular structure, C16H24N2SiTl, from the OMol25 dataset.

Geometry as XYZ:
```
44
Properties=species:S:1:pos:R:3:forces:R:3:mulliken_charge:R:1
C -3.08827 -2.87657 1.37521 0.78 0.36 0.55 -0.586
C -3.70674 -1.68436 0.91847 0.02 -0.26 0.16 -0.632
C -3.17786 -0.59435 1.64174 0.13 -0.36 0.74 -0.494
C -2.22307 -1.07113 2.59377 -0.07 -0.76 -0.83 -0.847
C -2.15728 -2.50389 2.40766 -0.26 0.09 -0.22 -0.681
Tl 0.48177 -1.86658 1.33634 -0.58 0.67 -0.41 0.615
N -0.43249 -1.54624 -2.67114 1.01 -0.17 -0.59 -0.293
C -1.73492 -1.37626 -3.13642 -4.23 -0.64 1.36 -0.176
C -2.59006 -0.34856 -2.68644 0.92 -1.74 -1.12 -0.842
H -3.53344 0.42738 1.60432 0.05 -0.12 -0.21 0.590
H -4.51058 -1.64481 0.16878 0.46 0.08 0.37 0.501
H -1.60876 -0.47421 3.29135 -0.58 -0.35 -0.36 0.492
H -1.53520 -3.20433 2.99102 -0.45 0.37 -0.26 0.563
H -3.26542 -3.90145 1.01428 0.07 0.63 0.21 0.367
H -3.43054 -0.77940 -2.13803 -0.92 0.59 -1.28 0.122
H -2.01158 -2.07901 -3.94808 -0.86 -0.57 1.33 0.335
H -0.02301 -2.36866 -3.14111 -0.09 0.73 -0.13 0.206
H -2.32978 0.70113 -2.65111 0.62 -0.29 1.24 0.428
H -0.55316 -0.79461 -3.37991 3.55 2.03 -0.81 0.272
C -1.53535 1.96664 0.21880 -0.49 0.76 0.02 -0.572
Si 0.30685 2.17113 0.25439 0.64 -2.29 0.14 -0.230
C 0.87732 3.08502 -1.25025 0.27 0.78 -0.61 -1.106
C 0.87576 3.11705 1.74445 0.09 0.84 0.39 -1.124
N 1.03934 0.64174 0.33472 -1.15 0.13 -0.24 0.127
C 2.26000 0.12103 0.14645 -0.96 -1.05 1.15 -0.537
C 2.61355 -0.54246 -1.06273 1.12 0.62 0.46 -0.137
C 3.85478 -1.17923 -1.12597 -0.56 -0.01 0.27 -0.543
C 4.62603 -1.37304 0.02227 0.69 -0.16 0.18 -0.355
C 4.19322 -0.88589 1.26335 -0.36 0.40 -0.53 -0.643
C 3.01488 -0.15388 1.34585 0.88 -0.13 -1.11 -0.099
H -1.96325 2.96470 0.03461 -0.10 -0.07 -0.01 0.366
H -1.96182 1.61612 1.15684 0.25 0.01 0.03 0.102
H -1.91545 1.30001 -0.55856 0.29 0.00 0.06 0.001
H 0.71715 4.15849 -1.12397 -0.06 0.16 -0.06 0.398
H 1.95166 2.96098 -1.42300 -0.04 -0.12 0.11 0.334
H 0.36924 2.79700 -2.17383 -0.06 -0.14 0.08 0.258
H 0.39421 2.79548 2.67003 -0.08 -0.08 -0.05 0.280
H 1.95863 3.02007 1.89496 -0.14 -0.07 -0.17 0.288
H 0.66567 4.17896 1.60546 -0.02 0.26 0.21 0.375
H 1.91684 -0.48763 -1.89910 0.29 0.09 0.17 0.332
H 4.18978 -1.55479 -2.08221 0.12 -0.27 -0.06 0.361
H 5.57578 -1.92459 -0.02282 -0.44 0.28 -0.11 0.318
H 4.78658 -1.02953 2.15209 0.15 -0.25 0.15 0.367
H 2.61900 0.22254 2.28743 0.15 0.05 -0.19 0.499
```
Forces are in eV/Å.

## Properties
* E_HOMO: -3.602 eV
* gap between HOMO and LUMO: 0.22785 Ha
* total charge: -1

***

Entry 4:
The following is a quantum chemistry calculation of C7H8 in the gas phase, from the OMol25 dataset.

Geometry as XYZ:
```
15
Properties=species:S:1:pos:R:3:forces:R:3:mulliken_charge:R:1
C 1.61862 -1.39122 1.09502 0.24 -0.16 -0.49 -1.305
C 0.98679 0.64886 -0.26554 0.49 -0.20 -0.68 -0.382
C 0.61460 -0.50002 0.41704 -0.47 0.08 0.38 0.646
C -0.75217 -0.76165 0.55800 0.03 0.07 0.08 -0.337
C -1.69948 0.13653 0.06060 1.31 0.03 -0.09 -0.566
C -1.25366 0.96109 -0.97458 -0.52 0.23 -0.46 -0.257
C 0.09579 1.23863 -1.16213 -0.19 0.02 1.21 -0.570
H 1.49859 -1.46135 2.17414 -0.11 0.03 0.01 0.295
H 1.54707 -2.39338 0.66520 -0.09 -0.09 0.18 0.325
H 2.63301 -1.06693 0.87370 0.08 0.16 0.12 0.354
H 2.00160 1.01818 -0.17123 0.09 -0.15 -0.25 0.349
H -1.05762 -1.70023 1.00957 -0.08 0.33 0.65 0.370
H -2.60188 0.38701 0.60214 -0.76 -0.96 -0.72 0.364
H -2.00414 1.30606 -1.68080 0.07 0.75 0.36 0.363
H 0.42654 2.04808 -1.79585 -0.08 -0.16 -0.32 0.352
```
Forces are in eV/Å.

## Properties
* E_HOMO: -8.774 eV
* gap between HOMO and LUMO: 0.36054 Ha
* total charge: 0
* SMILES: Cc1ccccc1

***

Entry 5:
The following is a quantum chemistry calculation of 8 unconnected molecules or ions with the total composition C5H26NO9, from the OMol25 dataset.

Geometry as XYZ:
```
41
Properties=species:S:1:pos:R:3:forces:R:3:mulliken_charge:R:1
C 1.40405 1.14656 -2.55544 0.50 1.08 0.90 -1.400
C 0.33822 0.44134 -1.69946 0.49 -0.75 1.54 -0.171
C 0.65499 -1.03649 -1.36385 -0.70 0.57 -1.60 0.249
C 0.25789 -1.90474 -2.58812 1.38 -0.96 1.42 -0.812
O 0.12534 -3.23280 -2.03481 -0.93 -0.31 -0.94 -0.492
N 0.09915 1.17150 -0.42939 -0.67 0.51 -1.24 -0.029
C -1.13356 0.67276 0.34452 2.14 1.00 -0.17 0.065
O -0.82195 -0.31450 1.19785 -0.53 -0.14 0.37 -1.079
H 1.74559 0.79694 -3.52277 -0.81 -0.54 -0.36 0.401
H 1.12263 2.19496 -2.62262 -0.25 -0.08 -0.69 0.207
H 2.37140 1.29517 -2.06032 -0.13 -0.57 0.68 0.337
H -0.62327 0.42037 -2.19699 -0.22 0.32 -0.41 0.376
H 1.71596 -1.14634 -1.23958 0.73 -0.08 0.15 0.304
H 0.20700 -1.35649 -0.40218 -0.26 0.18 -0.90 -0.109
H 1.12855 -2.02188 -3.23500 -0.06 0.47 -0.36 0.223
H -0.59244 -1.60027 -3.21970 0.04 0.01 0.66 0.457
H 0.92849 1.06758 0.14134 -0.05 -0.12 0.31 0.247
H -1.88594 0.47932 -0.43232 -0.18 -0.21 0.03 0.474
H -1.39823 1.58515 0.88949 -0.65 0.28 0.02 -0.585
H -2.20660 -1.52764 0.90628 0.17 -0.48 -0.27 0.382
H 0.92662 2.41454 3.00400 0.17 0.22 0.58 0.448
H 1.12596 3.83989 2.47678 0.00 0.01 -0.03 0.334
O 1.03155 3.34838 3.29817 0.68 -0.42 0.04 -0.767
H 0.40863 3.51715 -1.92699 0.23 0.56 -0.25 0.362
H 0.18482 3.99513 -0.61553 0.15 0.57 0.26 0.326
O 0.55037 4.35003 -1.44407 -0.53 -0.97 0.24 -0.693
H -0.74702 4.10691 3.14175 0.07 -0.74 0.02 0.365
H -1.51659 3.10953 2.18095 0.17 -0.22 0.38 0.311
O -1.20673 4.00688 2.30376 -0.98 1.13 -0.83 -0.678
H -1.91049 -3.00174 0.58314 0.05 0.36 0.16 0.351
H -0.78559 -3.51793 -2.15414 -0.01 -0.04 0.21 0.265
O -2.63340 -2.36415 0.60430 -0.85 0.29 -0.39 -0.740
H 0.75784 -4.71176 -1.07835 -0.03 0.18 0.61 0.422
H 0.54097 -4.48771 0.44161 -0.03 0.22 -0.17 0.309
O 0.71389 -5.16682 -0.22083 0.12 -0.48 -0.11 -0.686
H 0.06794 0.19643 3.64485 0.42 0.04 0.35 0.319
H 0.31197 0.47313 2.24616 0.46 -0.81 0.24 0.366
O 0.82671 0.48328 3.11547 -0.95 0.50 -0.58 -0.770
H -1.05152 -3.05601 2.62732 0.16 -0.72 -0.22 0.322
H -0.57790 -1.84482 1.99332 0.62 -0.07 -1.13 0.390
O -0.45530 -2.82084 1.90140 0.08 0.21 1.50 -0.600
```
Forces are in eV/Å.

## Properties
* E_HOMO: -5.312 eV
* gap between HOMO and LUMO: 0.30536 Ha
* total charge: -1

***

Entry 6:
The following is a quantum chemistry calculation of a molecular structure, C9H22F6NO9S2V, from the OMol25 dataset.

Geometry as XYZ:
```
50
Properties=species:S:1:pos:R:3:forces:R:3:mulliken_charge:R:1
V -8.12650 -7.75202 1.06573 2.46 -1.50 0.32 1.255
C -7.42473 -9.72121 3.48248 0.76 1.22 -1.03 -0.463
O -6.72951 -8.93474 2.50454 -2.23 -1.11 0.10 -0.725
H -8.45787 -9.92366 3.20006 -0.75 0.31 0.16 -0.125
H -7.10339 -10.72962 3.74317 1.03 -0.68 -0.64 0.320
H -7.36098 -9.26429 4.47004 -0.51 0.56 0.36 0.244
C -6.89396 -3.75011 2.87881 0.66 -1.37 1.03 0.685
F -8.00431 -3.34426 2.33897 -0.74 1.26 0.02 -0.178
F -5.98592 -3.68560 1.91914 0.69 -0.15 -0.02 -0.237
F -6.44798 -2.97440 3.92682 -1.03 -0.81 -1.36 -0.265
S -7.08871 -5.62548 3.49850 2.56 -0.61 0.43 0.720
O -5.85559 -6.24478 3.05775 -1.98 1.03 0.37 -0.516
O -7.29627 -5.49621 4.94395 -0.54 -0.33 -2.11 -0.585
N -8.48121 -6.30882 2.56482 2.09 2.48 3.20 -0.073
S -9.75429 -5.69755 3.28771 -3.08 1.85 0.57 0.820
O -9.71571 -4.32674 3.83478 0.52 -2.63 -0.35 -0.590
O -10.86815 -5.89119 2.37134 0.02 -0.48 0.10 -0.776
C -10.33620 -6.83949 4.78796 1.88 0.16 0.13 0.515
F -9.62756 -6.68751 5.94313 -0.94 0.37 -1.07 -0.230
F -11.63297 -6.64759 5.04926 0.46 -0.02 -0.19 -0.241
F -10.11680 -8.10037 4.40729 -0.59 0.05 -0.09 -0.175
O -6.20761 -7.20786 0.33190 -1.56 0.65 -0.60 -0.817
H -6.22523 -6.40604 -0.22604 0.25 -0.68 0.49 0.079
C -8.09510 -8.92482 -2.82795 0.02 1.07 -0.83 -1.118
C -8.96825 -9.38045 -1.69359 -0.96 -1.62 -1.59 -0.232
O -8.22407 -9.38741 -0.55485 0.67 0.02 2.34 -0.265
H -8.63191 -8.60321 -3.72042 -0.22 0.03 -0.01 0.341
H -7.38989 -9.68294 -3.16858 -0.08 -0.28 0.27 0.383
H -7.48604 -8.09219 -2.47601 -0.05 0.14 0.01 0.193
H -9.23435 -10.42233 -1.87188 -0.31 -0.40 -0.40 0.372
H -9.95869 -8.96126 -1.51638 0.40 0.98 -0.16 0.158
H -7.62385 -10.13147 -0.64270 0.53 0.27 0.69 0.184
C -11.95927 -9.88030 0.42075 -0.13 -0.96 -0.41 -1.074
C -11.12482 -9.67954 1.68218 0.81 0.73 -0.60 -0.425
O -10.37158 -8.45477 1.46532 -0.49 -0.71 0.24 0.260
H -12.72961 -10.64801 0.49355 -0.27 0.09 0.55 0.393
H -11.46065 -10.20405 -0.49285 0.72 0.23 0.22 0.133
H -12.43755 -8.93190 0.17606 -0.19 0.02 0.12 0.341
H -10.33192 -10.35962 1.99348 -0.39 -0.62 -0.57 0.287
H -11.81344 -9.60333 2.52368 0.10 0.37 0.21 0.285
H -11.04721 -7.77338 1.43629 0.37 0.89 0.20 0.054
C -7.67095 -4.83123 -1.62062 -0.96 -0.08 -0.94 -1.423
C -8.54770 -5.12915 -0.42593 0.91 0.83 0.11 -0.037
O -9.19901 -6.40144 -0.41043 0.77 -0.12 -0.20 -0.164
H -7.12090 -3.90179 -1.47337 -0.15 0.09 0.16 0.356
H -8.36038 -4.69175 -2.45329 0.48 -0.09 -0.70 0.395
H -6.93013 -5.61134 -1.79589 -0.27 -0.11 -0.14 0.294
H -9.38686 -4.43725 -0.35419 0.53 0.65 0.40 0.603
H -7.76989 -5.02644 0.33075 -1.13 -0.50 1.05 -0.111
H -9.94309 -6.29077 -1.00683 -0.15 -0.51 0.15 0.175
```
Forces are in eV/Å.

## Properties
* E_HOMO (spin up / spin down): -3.352 / -3.698 eV
* gap between HOMO and LUMO (spin up / spin down): 0.20346 / 0.21595 Ha
* spin multiplicity: 4
* total charge: -1
* expectation value of S²: 3.757

***

Computed energy (eV) in order:
-15593.019, -133619.841, -32528.940, -7387.779, -25525.296, -93268.234